1.
The following is a quantum chemistry calculation of 2 unconnected molecules or ions with the total composition C4H6N2S, from the Open Molecules 2025 dataset.

Geometry as XYZ:
```
13
Properties=species:S:1:pos:R:3:forces:R:3:mulliken_charge:R:1
C 3.401201 0.184570 -0.019600 0.80 0.37 0.63 0.08
H -2.289254 -0.676447 -0.715142 0.51 -0.71 0.43 0.28
H -2.489114 0.528173 1.306245 -0.56 0.14 0.28 0.39
C -1.502023 0.402289 0.925561 2.19 0.24 0.20 -0.61
N -0.249200 -0.368305 -0.938916 0.35 -1.37 -1.25 -0.07
H -0.746783 0.121225 1.710138 -0.88 0.98 -0.25 0.26
H -1.101047 -1.668492 0.406015 -0.95 0.79 -0.56 0.29
H -0.039732 -1.065095 -1.721837 0.16 1.48 1.80 0.27
C -1.364912 -0.688500 -0.084072 -1.49 -1.45 -0.18 -0.50
N 3.729681 -0.670481 0.673448 -0.44 -0.06 -0.40 -0.37
S -0.835852 1.907417 -0.057407 0.13 -1.61 1.20 -0.07
C 0.163834 0.856498 -0.978218 0.63 1.52 -1.65 -0.26
H 3.323201 1.137149 -0.506216 -0.45 -0.32 -0.25 0.30
```
Positions in Å, forces in eV/Å.

Relative energy (zero: lowest compared OMol25 entry of this formula, charge and spin): 71.30 kcal per mole


2.
The following is a quantum chemistry calculation of 9 unconnected molecules or ions with the total composition C36H55F2N2O27S, from the Open Molecules 2025 dataset.

Geometry as XYZ:
```
123
Properties=species:S:1:pos:R:3:forces:R:3:mulliken_charge:R:1
C -5.282907 -10.445969 -5.402809 -1.17 -1.09 -2.21 0.58
H -6.062682 5.695641 2.008055 -0.07 -1.45 -0.42 0.28
C -5.194114 2.322683 1.438598 0.09 0.63 1.45 -0.31
C -0.907452 -6.714367 0.592946 0.56 0.44 0.89 -0.29
C -1.509065 -6.056291 -0.606216 -0.08 1.03 -0.27 -0.12
C -4.930842 -9.815668 -3.289106 -0.06 0.06 1.14 -0.24
C 5.048666 -2.199480 0.879224 0.25 -1.12 0.37 -0.36
C -3.784157 1.494897 1.560590 -0.95 -0.08 0.44 -0.41
H 0.182673 -6.792075 0.524602 -0.08 0.00 -0.02 0.26
C 0.500398 4.607767 1.190917 0.00 -0.32 1.24 0.63
C 11.188279 -0.904326 -1.359365 2.20 1.41 -1.21 0.59
C -9.839345 1.375548 -0.255930 -1.07 -0.45 0.58 -0.29
C 2.713085 3.970363 -4.088164 0.37 -0.04 -1.24 -0.52
N -2.869844 -0.401501 0.292008 5.55 0.07 0.60 0.05
H -2.253541 1.796074 -2.146810 1.96 -0.89 1.12 0.50
C 1.404277 4.509608 -3.609386 -0.77 0.67 -0.84 -0.41
O -5.827697 -10.923400 -6.384108 1.25 1.13 2.28 -0.54
C -1.634144 1.760642 -0.231828 -1.29 0.68 -1.36 0.57
C 1.505917 3.371359 1.602760 -0.42 0.56 1.19 -0.86
H 8.468966 -1.497847 -1.396083 0.04 0.01 0.08 0.16
O -2.158704 0.151593 6.391173 -0.04 -0.04 0.69 -0.32
O -7.184660 3.401990 -0.933011 -1.55 -1.58 -0.11 -0.56
H -2.470408 -5.581098 -0.384163 0.08 -0.05 0.00 0.23
O -1.438328 -3.377015 1.009483 3.42 5.48 -1.32 -0.50
H -0.642722 -2.175366 6.752989 0.01 0.09 -0.01 0.29
H -10.722526 2.022385 -0.229926 0.12 -0.06 0.00 0.29
H -5.912704 1.947306 2.312804 1.48 0.75 -2.06 0.33
C 5.341513 -0.104174 0.163128 1.31 2.38 -1.02 0.54
H 4.954676 -3.192329 0.430832 0.17 0.21 -0.02 0.32
C -1.460987 3.387316 -0.329143 -1.01 0.40 0.97 -0.55
O 2.868587 3.435112 -0.726382 -0.54 0.67 -2.89 -0.39
H 0.565413 4.173124 -4.224808 0.06 0.01 0.25 0.35
H 3.087696 -1.737248 0.090041 0.23 0.03 0.03 0.16
C 0.544390 5.667572 2.483043 0.51 -1.37 -0.14 -1.09
H 1.394890 5.603680 -3.562322 0.02 -0.12 0.01 0.29
C 3.745597 -1.469385 0.923535 -0.85 -0.32 0.28 -0.25
C -9.466597 0.974120 -1.646220 -0.60 -0.89 -0.59 -0.35
H 8.931890 3.244547 -2.417510 -0.10 0.00 -0.02 0.28
H 3.210335 4.645997 -4.789520 0.08 -0.16 0.24 0.37
H -0.388633 0.574629 5.447567 -0.01 -0.05 0.03 0.11
H 1.575919 2.525755 0.797123 -0.12 1.69 1.74 -0.11
H 1.115462 2.974093 2.658462 0.77 0.60 -2.29 0.16
H 1.627167 5.581598 2.972321 -2.35 0.58 -1.15 0.33
C -3.114195 1.107371 0.083939 -1.55 1.84 1.98 -0.07
H -8.913980 0.029076 -1.674587 -0.04 0.08 0.00 0.25
C 7.079378 4.113989 -1.714393 -0.35 -0.24 1.17 0.08
O -2.169608 -9.353852 -1.154148 0.75 2.56 0.92 -0.50
H -0.699388 3.640913 -1.200282 -1.38 -0.86 2.13 0.11
H -3.958465 1.381139 -0.713046 2.12 -1.12 1.44 0.54
C 7.850643 3.161751 -2.569603 0.60 -1.01 0.42 -0.21
O 11.157530 -2.262073 -1.220678 0.08 0.84 -0.23 -0.30
H -1.457553 3.574045 2.050395 0.88 0.93 -2.01 0.04
H -1.237446 -0.869003 4.840207 -0.10 0.16 0.16 -0.03
C 2.571831 3.730267 -1.872028 1.18 -0.55 1.93 0.32
C -0.677799 0.879842 0.766270 -0.67 -1.50 -0.04 0.02
O -2.636697 0.576903 8.587683 1.77 -1.15 -2.17 -0.54
H -3.054745 2.104154 2.244806 -1.15 -1.27 -1.51 0.00
C -8.090301 2.585008 -0.939242 0.94 1.13 -0.02 0.67
H -10.336357 0.897144 -2.304439 0.27 0.11 0.00 0.30
H 9.578171 -3.497873 -0.697185 0.24 0.11 -0.05 0.30
C 9.160153 -1.381924 -0.554712 -1.06 0.13 0.25 0.00
H 6.060544 3.765568 -1.514699 0.10 0.00 -0.02 -0.04
H -10.010669 0.513528 0.394615 0.13 0.26 0.01 0.29
C -1.816769 -8.264969 -0.732813 -0.72 -2.46 -0.75 0.56
H -1.707424 5.166661 1.074438 1.22 -2.26 0.04 0.33
H -0.840964 -5.314947 -1.053104 -0.15 -0.21 -0.10 0.23
O 4.127322 -0.113738 0.787071 0.71 0.16 -0.33 -0.21
O -5.928705 -10.118322 -4.245550 0.21 -0.15 -0.90 -0.33
H -0.190953 5.194564 3.284929 1.38 1.36 -1.59 0.27
C -1.554215 -0.519103 0.687232 -1.89 1.12 -1.86 -0.66
H 5.506965 -2.297649 1.868874 -0.07 0.02 -0.08 0.27
O 5.888174 0.898768 -0.264603 -1.26 -2.41 0.98 -0.53
F -0.663349 1.146802 2.222709 -0.28 -0.24 -3.81 -0.21
O 7.540868 3.581858 -3.885087 -0.43 1.01 -0.24 -0.33
O -0.734302 -0.544361 7.991493 -0.74 0.53 -0.13 -0.31
H -5.743060 2.209427 0.402288 1.23 0.22 2.13 -0.32
N -6.221852 4.679990 1.791274 1.36 -0.40 -1.25 -0.64
H -3.751256 -8.361789 -4.373966 -0.03 -0.05 0.01 0.23
H 2.584451 3.810321 1.823685 -2.27 -1.06 -0.80 0.52
H -1.169886 -6.203918 1.523650 0.00 -0.26 -0.10 0.26
O -1.461119 -8.016447 0.561492 -0.38 -0.28 -0.91 -0.33
H -5.257055 -9.005462 -2.631224 -0.11 -0.18 -0.16 0.27
O 1.301232 3.994717 -2.295466 0.67 -0.39 0.62 -0.17
H -3.577519 -1.188362 0.174958 1.27 1.14 0.28 0.34
O -0.304610 -1.942782 2.715524 -0.45 0.90 -6.82 -0.49
O 6.999334 5.621215 -4.769277 0.27 -1.59 2.07 -0.57
O 10.061434 -0.330210 -0.845472 0.77 -0.21 -0.26 -0.31
C -1.907589 0.103538 7.732107 -1.68 1.10 2.31 0.61
H 0.778382 -1.103062 6.689471 -0.18 0.02 0.20 0.31
H 0.272266 6.765529 2.180516 0.47 -2.21 0.76 0.32
O 5.863228 -1.362863 0.079529 -0.30 0.89 -0.11 -0.26
O 3.466486 3.840173 -2.897204 -0.69 -0.08 1.20 -0.24
H -6.588979 4.595290 0.796380 0.38 0.40 1.76 0.28
O 12.104154 -0.285219 -1.874693 -2.22 -1.46 1.23 -0.54
H 0.410749 0.697442 0.375481 -2.05 0.51 0.91 0.61
S -0.580505 -2.074562 1.167098 -1.55 -6.21 7.46 1.28
O 7.015053 5.284380 -2.506960 0.15 0.02 -1.10 -0.34
O -1.727197 -7.135722 -1.494676 -0.04 -0.79 0.30 -0.31
F 0.965258 -2.166497 0.422433 -3.81 0.72 0.82 -0.18
H -4.737277 -10.708497 -2.685213 0.02 0.11 -0.05 0.28
C -3.756466 -9.428889 -4.128295 1.06 0.47 0.35 -0.11
H 10.413507 -2.675558 0.644240 -0.02 0.02 -0.08 0.27
H 7.578563 4.316757 -0.762890 -0.11 0.13 -0.21 0.33
C -4.892078 3.915454 1.754647 -0.14 0.31 -1.18 -0.24
O -1.458173 1.366717 -1.669456 -1.04 0.13 1.12 -0.65
H -4.281676 4.102374 2.735517 -1.26 -0.66 -1.74 0.34
H -2.511027 3.826303 -0.684557 2.05 -1.19 0.66 0.48
H -2.804505 -9.690147 -3.658027 -0.18 0.00 -0.21 0.20
H 2.614068 2.984027 -4.553375 0.01 0.08 0.06 0.26
H -4.240640 4.315699 0.850553 -0.88 -0.79 1.74 0.14
O -3.948546 -10.170669 -5.318176 -0.93 -0.32 -0.21 -0.33
C 7.170373 4.893307 -3.805649 -0.28 1.41 -1.85 0.66
C -0.986253 -0.296084 5.737038 0.17 0.12 -1.04 0.20
H -4.012906 0.480936 2.131924 0.54 2.08 -1.16 0.45
H 8.585970 -1.161562 0.349387 0.13 0.15 -0.22 0.14
H 0.896593 5.094925 0.194748 -1.07 -0.92 1.98 0.06
C -1.101289 4.138148 1.082553 0.45 1.64 -0.63 -0.52
H 3.210906 -1.629082 1.863887 0.07 0.20 -0.12 0.31
C 10.056581 -2.565426 -0.385212 -0.16 -0.95 0.47 -0.30
O -8.716287 2.118056 0.180388 1.00 0.57 -0.83 -0.29
O -8.609073 2.017832 -2.067446 0.74 0.81 0.83 -0.32
C -0.311291 -1.131847 6.775747 0.82 -0.77 -0.07 -0.33
H 7.548096 2.122702 -2.413138 0.03 0.18 -0.16 0.16
```
Positions in Å, forces in eV/Å.

Charge: +1


Kohn-Sham gap values (in eV) by entry order: 9.3 4.3.
Maximum force values (in eV Å⁻¹) by entry order: 2.33 9.83.